{"formula": "C55H59F40O13PS", "method": "the ωB97M-V functional and the def2-TZVPD basis", "smiles": "COCCCCCc1c(S)cc(CP(=O)(O)O)c2c1C(=O)c1c(OC[C@H](C)C(C)C)cc(C[C@H]3CO3)cc1C2=O.FC(F)C(F)(F)COC(F)(F)C(F)F.FC(F)C(F)(F)COC(F)(F)C(F)F.FC(F)C(F)(F)COC(F)(F)C(F)F.FC(F)C(F)(F)COC(F)(F)C(F)F.FC(F)C(F)(F)COC(F)(F)C(F)F", "e_homo_ha": -0.3267, "energy_ev": -213429.247, "e_lumo_ev": -0.8, "charge": 0, "gap_ev": 8.047, "symbols": ["C", "O", "C", "C", "C", "C", "C", "C", "C", "S", "C", "C", "C", "P", "O", "O", "O", "C", "C", "C", "O", "C", "C", "O", "C", "C", "C", "C", "C", "C", "C", "C", "C", "C", "C", "O", "C", "C", "C", "O", "H", "H", "H", "H", "H", "H", "H", "H", "H", "H", "H", "H", "H", "H", "H", "H", "H", "H", "H", "H", "H", "H", "H", "H", "H", "H", "H", "H", "H", "H", "H", "H", "H", "H", "H", "H", "H", "H", "H", "C", "C", "C", "F", "F", "F", "F", "O", "C", "C", "F", "F", "F", "F", "H", "H", "H", "H", "C", "C", "C", "F", "F", "F", "F", "O", "C", "C", "F", "F", "F", "F", "H", "H", "H", "H", "C", "C", "C", "F", "F", "F", "F", "O", "C", "C", "F", "F", "F", "F", "H", "H", "H", "H", "C", "C", "C", "F", "F", "F", "F", "O", "C", "C", "F", "F", "F", "F", "H", "H", "H", "H", "C", "C", "C", "F", "F", "F", "F", "O", "C", "C", "F", "F", "F", "F", "H", "H", "H", "H"], "coordinates": [[8.272, -4.986, -0.018], [7.874, -4.726, -1.350], [7.386, -5.866, -2.045], [6.129, -5.422, -2.842], [5.096, -4.912, -1.834], [3.752, -4.465, -2.461], [2.611, -4.535, -1.389], [2.597, -3.357, -0.433], [3.308, -3.333, 0.780], [4.281, -4.715, 1.403], [3.308, -2.233, 1.601], [2.586, -1.079, 1.321], [2.619, 0.073, 2.295], [4.315, 0.749, 2.614], [4.313, 2.192, 2.790], [4.810, 0.085, 4.036], [5.286, 0.236, 1.422], [1.856, -1.102, 0.147], [1.866, -2.207, -0.704], [0.987, -2.071, -1.946], [1.303, -2.475, -3.048], [-0.354, -1.400, -1.668], [-1.558, -1.851, -2.205], [-1.520, -2.947, -3.018], [-2.524, -3.920, -2.718], [-2.338, -4.628, -1.364], [-1.110, -5.563, -1.478], [-3.600, -5.447, -0.931], [-3.748, -5.253, 0.603], [-3.521, -6.966, -1.204], [-2.725, -1.177, -1.860], [-2.737, -0.093, -1.013], [-3.990, 0.632, -0.596], [-4.059, 1.967, -1.401], [-5.105, 3.037, -0.769], [-3.522, 3.058, -0.782], [-1.525, 0.343, -0.485], [-0.362, -0.303, -0.808], [0.987, 0.089, -0.239], [1.349, 1.246, -0.132], [9.306, -4.630, 0.123], [8.247, -6.048, 0.260], [7.655, -4.435, 0.712], [7.025, -6.661, -1.371], [8.162, -6.295, -2.696], [5.781, -6.342, -3.340], [6.404, -4.699, -3.619], [5.459, -4.107, -1.186], [4.866, -5.754, -1.165], [3.499, -5.223, -3.218], [3.799, -3.475, -2.924], [2.603, -5.503, -0.873], [1.682, -4.500, -1.967], [3.394, -5.728, 1.565], [3.876, -2.274, 2.532], [2.036, 0.944, 1.983], [2.240, -0.196, 3.293], [4.998, -0.848, 3.840], [5.732, -0.570, 1.722], [-2.450, -4.691, -3.499], [-3.551, -3.531, -2.784], [-2.156, -3.880, -0.577], [-0.222, -4.923, -1.544], [-1.167, -6.133, -2.412], [-0.970, -6.205, -0.602], [-4.533, -5.069, -1.375], [-3.866, -4.190, 0.854], [-4.625, -5.812, 0.961], [-2.867, -5.616, 1.152], [-3.211, -7.117, -2.246], [-2.798, -7.466, -0.548], [-4.492, -7.435, -1.002], [-3.656, -1.560, -2.279], [-4.922, 0.102, -0.805], [-3.936, 1.033, 0.421], [-4.003, 1.914, -2.495], [-5.020, 4.131, -0.690], [-5.542, 3.123, -1.828], [-1.518, 1.200, 0.189], [8.634, -4.180, -7.013], [8.904, -5.102, -5.806], [10.278, -5.769, -5.729], [10.515, -6.585, -6.773], [10.356, -6.535, -4.610], [7.918, -6.024, -5.730], [8.792, -4.322, -4.693], [7.911, -4.715, -8.120], [8.570, -5.416, -9.117], [8.117, -6.877, -9.192], [8.321, -7.518, -8.027], [8.822, -7.529, -10.145], [9.903, -5.297, -8.983], [8.251, -4.816, -10.285], [7.975, -3.400, -6.632], [9.535, -3.658, -7.338], [11.068, -5.026, -5.680], [7.054, -6.934, -9.437], [12.924, -2.811, -3.083], [13.734, -2.486, -1.811], [15.222, -2.168, -1.986], [15.910, -3.199, -2.509], [15.772, -1.900, -0.778], [13.565, -3.481, -0.915], [13.163, -1.375, -1.266], [12.694, -4.184, -3.400], [13.633, -4.912, -4.112], [14.214, -6.071, -3.298], [14.799, -5.634, -2.169], [15.155, -6.714, -4.026], [14.581, -4.098, -4.608], [12.980, -5.430, -5.182], [11.923, -2.424, -2.889], [13.281, -2.253, -3.949], [15.363, -1.290, -2.623], [13.427, -6.780, -3.030], [-5.967, 7.237, 4.399], [-7.417, 7.033, 3.911], [-8.177, 5.829, 4.472], [-7.598, 4.658, 4.153], [-9.428, 5.801, 3.955], [-7.430, 7.023, 2.560], [-8.114, 8.146, 4.294], [-4.907, 6.777, 3.566], [-4.481, 5.459, 3.632], [-4.716, 4.710, 2.318], [-6.017, 4.712, 1.973], [-4.332, 3.420, 2.447], [-5.033, 4.833, 4.689], [-3.152, 5.495, 3.865], [-5.823, 8.318, 4.420], [-5.835, 6.914, 5.432], [-8.266, 5.890, 5.561], [-4.143, 5.169, 1.509], [-11.842, 2.318, 5.467], [-11.256, 3.362, 6.439], [-11.731, 3.307, 7.893], [-13.054, 3.512, 8.011], [-11.116, 4.282, 8.607], [-11.443, 4.595, 5.925], [-9.906, 3.155, 6.460], [-12.930, 2.710, 4.633], [-14.233, 2.644, 5.098], [-14.890, 4.025, 5.176], [-14.202, 4.854, 5.981], [-16.140, 3.911, 5.680], [-14.289, 1.980, 6.267], [-14.923, 1.900, 4.206], [-11.040, 2.110, 4.758], [-12.039, 1.366, 5.960], [-11.481, 2.346, 8.351], [-14.949, 4.476, 4.183], [-7.981, 11.014, 3.167], [-9.153, 11.541, 4.020], [-10.196, 12.418, 3.321], [-9.669, 13.553, 2.828], [-11.151, 12.783, 4.211], [-8.658, 12.172, 5.108], [-9.817, 10.444, 4.482], [-6.742, 11.725, 3.234], [-6.521, 12.831, 2.431], [-6.335, 14.113, 3.248], [-7.406, 14.367, 4.020], [-6.170, 15.168, 2.417], [-7.489, 12.948, 1.504], [-5.375, 12.593, 1.756], [-7.737, 10.038, 3.581], [-8.277, 10.815, 2.137], [-10.684, 11.874, 2.508], [-5.456, 14.030, 3.892]]}

***

{"formula": "C55H60F7NO3PS2", "method": "the ωB97M-V functional and the def2-TZVPD basis", "e_homo_ha": -0.3823, "energy_ev": -115614.619, "e_lumo_ev": -2.7, "charge": 1, "gap_ev": 7.711, "symbols": ["C", "C", "O", "O", "C", "C", "C", "P", "C", "C", "C", "S", "C", "S", "N", "C", "C", "O", "C", "C", "H", "H", "H", "H", "H", "H", "H", "H", "H", "H", "H", "H", "H", "H", "H", "H", "H", "H", "H", "H", "H", "H", "H", "H", "H", "F", "C", "C", "C", "C", "C", "C", "H", "H", "H", "H", "H", "F", "C", "C", "C", "C", "C", "C", "H", "H", "H", "H", "H", "F", "C", "C", "C", "C", "C", "C", "H", "H", "H", "H", "H", "F", "C", "C", "C", "C", "C", "C", "H", "H", "H", "H", "H", "F", "C", "C", "C", "C", "C", "C", "H", "H", "H", "H", "H", "F", "C", "C", "C", "C", "C", "C", "H", "H", "H", "H", "H", "F", "C", "C", "C", "C", "C", "C", "H", "H", "H", "H", "H"], "coordinates": [[0.415, 2.576, -0.587], [0.549, 1.955, -1.950], [1.378, 2.231, -2.751], [-0.418, 1.027, -2.293], [-0.797, 0.062, -1.324], [-1.525, -1.065, -2.065], [-3.047, -1.120, -1.851], [-3.518, -1.234, -0.115], [-2.265, -2.015, 0.883], [-2.719, -2.224, 2.338], [-1.753, -1.654, 3.386], [0.013, -1.729, 2.984], [0.079, -3.407, 2.329], [-0.495, -4.656, 3.177], [0.702, -3.445, 1.078], [0.411, -4.617, 0.239], [1.570, -5.621, 0.209], [2.256, -5.645, 1.439], [2.900, -4.415, 1.730], [2.148, -3.202, 1.158], [-0.561, 3.050, -0.467], [1.188, 3.329, -0.466], [0.533, 1.833, 0.205], [-1.430, 0.530, -0.555], [0.086, -0.331, -0.812], [-1.060, -2.027, -1.851], [-1.365, -0.882, -3.128], [-3.510, -0.217, -2.258], [-3.467, -1.961, -2.406], [-3.757, 0.054, 0.366], [-4.722, -1.925, 0.022], [-2.076, -2.973, 0.389], [-1.355, -1.413, 0.817], [-2.902, -3.278, 2.515], [-3.679, -1.723, 2.517], [-1.912, -2.174, 4.330], [-1.938, -0.595, 3.570], [-0.506, -5.088, 0.588], [0.244, -4.258, -0.784], [2.260, -5.394, -0.615], [1.187, -6.626, 0.039], [3.919, -4.420, 1.324], [2.954, -4.349, 2.817], [2.523, -2.929, 0.170], [2.331, -2.342, 1.807], [-0.425, -6.805, 5.189], [0.594, -7.687, 5.345], [1.437, -7.904, 4.273], [2.483, -8.802, 4.436], [2.664, -9.459, 5.646], [1.797, -9.217, 6.702], [0.749, -8.318, 6.560], [1.275, -7.379, 3.341], [3.159, -8.987, 3.612], [3.479, -10.159, 5.765], [1.935, -9.729, 7.645], [0.063, -8.109, 7.370], [-4.686, -4.248, 1.293], [-5.871, -4.267, 1.973], [-5.844, -4.529, 3.326], [-7.051, -4.535, 4.011], [-8.241, -4.288, 3.341], [-8.231, -4.032, 1.977], [-7.033, -4.018, 1.275], [-4.905, -4.732, 3.824], [-7.058, -4.738, 5.074], [-9.178, -4.300, 3.882], [-9.159, -3.848, 1.452], [-7.002, -3.830, 0.210], [-4.541, -1.305, -6.800], [-3.309, -0.792, -7.006], [-2.577, -1.217, -8.095], [-1.314, -0.677, -8.293], [-0.801, 0.263, -7.409], [-1.559, 0.675, -6.321], [-2.828, 0.148, -6.116], [-2.996, -1.947, -8.774], [-0.732, -0.989, -9.150], [0.184, 0.679, -7.571], [-1.164, 1.408, -5.629], [-3.444, 0.462, -5.283], [-4.021, 2.852, -14.024], [-3.844, 2.436, -12.756], [-2.757, 2.908, -12.048], [-2.582, 2.476, -10.741], [-3.482, 1.587, -10.168], [-4.566, 1.129, -10.905], [-4.757, 1.554, -12.212], [-2.068, 3.596, -12.518], [-1.738, 2.836, -10.168], [-3.339, 1.256, -9.149], [-5.269, 0.435, -10.462], [-5.595, 1.215, -12.806], [-0.858, 5.714, 0.576], [0.060, 6.565, 0.051], [0.628, 6.244, -1.165], [1.569, 7.106, -1.708], [1.925, 8.264, -1.029], [1.339, 8.559, 0.195], [0.394, 7.705, 0.748], [0.327, 5.338, -1.674], [2.024, 6.870, -2.661], [2.661, 8.934, -1.452], [1.623, 9.455, 0.731], [-0.072, 7.916, 1.701], [2.216, 8.244, 3.263], [3.515, 7.871, 3.298], [4.375, 8.523, 4.158], [5.706, 8.130, 4.180], [6.152, 7.111, 3.350], [5.263, 6.477, 2.493], [3.927, 6.853, 2.461], [4.004, 9.317, 4.791], [6.397, 8.624, 4.851], [7.191, 6.809, 3.374], [5.609, 5.685, 1.841], [3.212, 6.379, 1.801], [8.550, 5.114, 5.075], [7.859, 4.158, 5.732], [6.520, 3.992, 5.442], [5.816, 3.005, 6.118], [6.452, 2.212, 7.064], [7.799, 2.404, 7.335], [8.519, 3.384, 6.665], [6.047, 4.628, 4.705], [4.766, 2.859, 5.904], [5.898, 1.446, 7.591], [8.297, 1.791, 8.074], [9.570, 3.550, 6.856]]}

***

{"formula": "C55H75N7O5", "method": "the ωB97M-V functional and the def2-TZVPD basis", "smiles": "c1ccncc1.c1ccncc1.c1ccncc1.c1ccncc1.c1ccncc1.c1ccncc1.c1ccncc1.C1CCOC1.C1CCOC1.C1CCOC1.C1CCOC1.C1CCOC1", "e_above_lowest_kcal_mol": 0.0, "e_homo_ha": -0.3369, "energy_ev": -78915.355, "e_lumo_ev": 0.6, "charge": 0, "gap_ev": 9.741, "symbols": ["C", "C", "C", "O", "C", "H", "H", "H", "H", "H", "H", "H", "H", "C", "C", "C", "O", "C", "H", "H", "H", "H", "H", "H", "H", "H", "C", "C", "C", "O", "C", "H", "H", "H", "H", "H", "H", "H", "H", "C", "C", "C", "O", "C", "H", "H", "H", "H", "H", "H", "H", "H", "C", "C", "C", "O", "C", "H", "H", "H", "H", "H", "H", "H", "H", "N", "C", "C", "C", "C", "C", "H", "H", "H", "H", "H", "N", "C", "C", "C", "C", "C", "H", "H", "H", "H", "H", "N", "C", "C", "C", "C", "C", "H", "H", "H", "H", "H", "N", "C", "C", "C", "C", "C", "H", "H", "H", "H", "H", "N", "C", "C", "C", "C", "C", "H", "H", "H", "H", "H", "N", "C", "C", "C", "C", "C", "H", "H", "H", "H", "H", "N", "C", "C", "C", "C", "C", "H", "H", "H", "H", "H"], "coordinates": [[-5.433, 22.743, 10.548], [-5.447, 24.228, 10.936], [-6.084, 24.843, 9.655], [-7.053, 23.879, 9.205], [-6.536, 22.591, 9.496], [-5.606, 22.056, 11.377], [-4.444, 22.573, 10.124], [-4.474, 24.636, 11.200], [-6.118, 24.559, 11.731], [-5.392, 24.948, 8.811], [-6.604, 25.788, 9.796], [-6.006, 22.239, 8.603], [-7.378, 21.972, 9.800], [-5.324, 30.319, -0.800], [-5.346, 30.311, 0.753], [-4.502, 29.073, 1.070], [-3.704, 28.859, -0.069], [-4.464, 29.115, -1.209], [-4.959, 31.297, -1.118], [-6.364, 30.210, -1.111], [-6.387, 30.223, 1.068], [-4.965, 31.222, 1.214], [-5.097, 28.193, 1.340], [-3.850, 29.202, 1.937], [-5.158, 28.316, -1.526], [-3.743, 29.227, -2.022], [-2.163, 27.850, 6.293], [-1.939, 26.746, 5.282], [-2.089, 27.415, 3.900], [-2.161, 28.822, 4.213], [-2.831, 28.945, 5.471], [-1.224, 28.292, 6.626], [-2.790, 27.637, 7.162], [-2.692, 25.969, 5.448], [-0.960, 26.316, 5.500], [-3.075, 27.204, 3.468], [-1.321, 27.217, 3.159], [-3.904, 28.913, 5.241], [-2.617, 29.963, 5.796], [-1.629, 23.079, 4.701], [-2.836, 23.222, 3.815], [-4.008, 23.574, 4.723], [-3.661, 22.962, 5.970], [-2.248, 22.779, 6.084], [-1.162, 24.060, 4.847], [-0.851, 22.398, 4.368], [-2.928, 22.245, 3.330], [-2.690, 23.922, 2.993], [-4.928, 23.104, 4.376], [-4.157, 24.658, 4.736], [-2.093, 21.747, 6.406], [-1.792, 23.436, 6.827], [-11.284, 26.142, 7.137], [-10.956, 25.369, 8.414], [-9.488, 25.663, 8.590], [-9.331, 27.002, 8.152], [-10.288, 27.326, 7.150], [-12.312, 26.486, 7.031], [-11.042, 25.591, 6.225], [-11.307, 24.348, 8.266], [-11.506, 25.742, 9.283], [-8.910, 24.913, 8.037], [-9.137, 25.590, 9.618], [-9.805, 27.463, 6.176], [-10.723, 28.294, 7.415], [-11.357, 26.943, 2.689], [-12.328, 26.034, 2.550], [-13.628, 26.249, 3.011], [-13.927, 27.383, 3.735], [-12.908, 28.306, 3.929], [-11.676, 28.060, 3.351], [-12.026, 25.067, 2.164], [-14.373, 25.473, 2.891], [-14.927, 27.444, 4.142], [-13.030, 29.219, 4.496], [-10.873, 28.774, 3.497], [-6.261, 27.300, 3.496], [-6.061, 26.706, 4.686], [-7.013, 25.943, 5.368], [-8.157, 25.561, 4.677], [-8.290, 26.073, 3.383], [-7.434, 27.032, 2.909], [-5.083, 26.949, 5.084], [-6.845, 25.654, 6.398], [-8.851, 24.837, 5.083], [-9.219, 25.835, 2.881], [-7.656, 27.463, 1.937], [-4.465, 23.644, 1.191], [-4.955, 24.886, 0.989], [-4.893, 25.566, -0.233], [-4.347, 24.850, -1.292], [-3.795, 23.605, -1.105], [-3.878, 23.064, 0.154], [-5.525, 25.328, 1.797], [-5.280, 26.570, -0.311], [-4.469, 25.302, -2.272], [-3.282, 23.106, -1.915], [-3.430, 22.090, 0.334], [-8.206, 27.266, -0.770], [-9.441, 27.032, -0.321], [-10.439, 26.469, -1.083], [-10.190, 26.237, -2.420], [-8.922, 26.538, -2.950], [-7.956, 26.953, -2.074], [-9.615, 27.240, 0.729], [-11.409, 26.230, -0.669], [-10.895, 25.750, -3.080], [-8.683, 26.369, -3.990], [-6.900, 27.074, -2.278], [-9.136, 22.352, 5.916], [-7.800, 22.540, 6.023], [-6.854, 21.556, 5.875], [-7.269, 20.304, 5.431], [-8.579, 20.180, 5.015], [-9.482, 21.188, 5.338], [-7.605, 23.491, 6.504], [-5.846, 21.783, 6.200], [-6.547, 19.516, 5.267], [-8.954, 19.254, 4.601], [-10.535, 21.080, 5.109], [-10.752, 22.816, -0.804], [-11.399, 22.285, 0.238], [-10.951, 22.405, 1.548], [-9.768, 23.095, 1.749], [-9.049, 23.613, 0.688], [-9.608, 23.476, -0.570], [-12.325, 21.768, 0.017], [-11.467, 21.991, 2.404], [-9.414, 23.190, 2.772], [-8.080, 24.081, 0.807], [-9.107, 23.767, -1.485], [-4.633, 31.742, 6.147], [-5.190, 31.057, 7.142], [-6.179, 30.099, 6.924], [-6.536, 29.776, 5.618], [-5.974, 30.537, 4.594], [-4.955, 31.414, 4.889], [-4.892, 31.338, 8.144], [-6.619, 29.574, 7.763], [-7.240, 28.977, 5.444], [-6.250, 30.281, 3.579], [-4.404, 31.944, 4.123]]}

***

Question: Which formula does entry 3 have?
Answer: C55H75N7O5